[1]
The following is a DFT calculation (wB97M-V/def2-TZVPD) of a molecular structure, C18H48ClF6NO16S2Y.

highest occupied orbital energy: -11.3947 eV
gap between HOMO and LUMO: 1.20 eV
total energy: -3866.1399 Ha

Geometry as ORCA input:
```
! RIJCOSX wB97M-V def2-TZVPD def2/J DEFGRID3
* xyz 1 1
Y -5.752 2.056 0.867
Cl 0.198 -1.060 -0.186
O -1.042 -0.349 -0.039
O 0.436 -1.851 1.003
O 0.105 -1.957 -1.292
O 1.290 -0.189 -0.473
C -9.721 -2.972 -0.453
F -10.984 -2.788 -0.772
F -9.608 -4.234 -0.072
F -8.933 -2.800 -1.475
S -9.119 -1.827 1.007
O -9.511 -2.454 2.253
O -7.712 -1.598 0.787
N -9.585 -0.173 0.716
S -11.155 -0.119 1.004
O -11.881 -1.380 1.157
O -11.414 0.833 2.064
C -11.828 0.630 -0.585
F -11.394 -0.100 -1.593
F -13.110 0.669 -0.614
F -11.334 1.864 -0.744
C -3.824 -5.308 5.025
C -3.104 -4.479 6.057
O -3.881 -3.294 6.246
H -3.822 -4.804 4.059
H -4.819 -5.472 5.439
H -3.349 -6.282 4.911
H -2.116 -4.176 5.711
H -3.048 -5.076 6.967
H -4.335 -3.327 7.091
C 2.436 -7.749 -0.133
C 3.435 -6.952 0.690
O 2.873 -6.623 1.949
H 2.822 -7.985 -1.125
H 1.458 -7.288 -0.272
H 2.296 -8.699 0.382
H 3.760 -6.038 0.193
H 4.307 -7.543 0.973
H 2.389 -5.799 1.858
C -0.207 5.788 -0.338
C -1.606 5.656 -0.951
O -2.528 5.384 0.085
H -0.180 6.560 0.432
H 0.524 6.144 -1.063
H 0.146 4.881 0.154
H -1.668 4.853 -1.685
H -1.825 6.569 -1.505
H -2.515 6.194 0.600
C 1.720 3.999 -6.179
C 2.679 4.763 -7.118
O 2.987 6.030 -6.531
H 0.796 4.557 -6.029
H 2.189 3.879 -5.202
H 1.485 3.009 -6.568
H 2.221 4.994 -8.079
H 3.607 4.193 -7.167
H 3.555 6.447 -7.183
C 7.145 -1.836 2.351
C 8.388 -2.445 1.681
O 8.935 -1.519 0.736
H 6.450 -1.467 1.597
H 7.379 -1.013 3.026
H 6.683 -2.647 2.914
H 8.124 -3.377 1.181
H 9.153 -2.636 2.434
H 8.221 -1.228 0.164
C 7.615 4.907 -0.639
C 6.486 4.892 -1.711
O 6.305 6.152 -2.255
H 7.600 3.952 -0.114
H 7.458 5.683 0.111
H 8.577 5.055 -1.130
H 5.576 4.565 -1.208
H 6.680 4.080 -2.411
H 5.731 6.015 -3.012
C -1.365 2.260 5.599
C -2.891 2.563 5.668
O -3.602 1.709 4.835
H -1.120 1.268 5.977
H -0.911 3.047 6.202
H -0.969 2.288 4.584
H -3.046 3.606 5.391
H -3.347 2.347 6.634
H -3.464 0.847 5.234
C 4.467 -2.047 -5.835
C 5.672 -1.236 -5.342
O 5.724 -1.056 -3.959
H 4.523 -2.358 -6.879
H 3.476 -1.628 -5.664
H 4.430 -2.983 -5.277
H 5.720 -0.297 -5.892
H 6.539 -1.829 -5.634
H 4.854 -0.842 -3.614
*
```

Need the Löwdin charges? In units of e they are: atom 1 (Y): 1.7043, atom 2 (Cl): 0.6505, atom 3 (O): -0.2771, atom 4 (O): -0.2483, atom 5 (O): -0.2201, atom 6 (O): -0.2290, atom 7 (C): -0.6733, atom 8 (F): 0.1616, atom 9 (F): 0.1732, atom 10 (F): 0.1820, atom 11 (S): 0.6745, atom 12 (O): -0.2525, atom 13 (O): -0.3849, atom 14 (N): -0.2582, atom 15 (S): 0.5831, atom 16 (O): -0.2599, atom 17 (O): -0.2466, atom 18 (C): -0.7265, atom 19 (F): 0.1442, atom 20 (F): 0.2156, atom 21 (F): 0.1258, atom 22 (C): -0.0990, atom 23 (C): -0.3237, atom 24 (O): -0.0993, atom 25 (H): 0.0736, atom 26 (H): 0.0775, atom 27 (H): 0.0745, atom 28 (H): 0.1078, atom 29 (H): 0.1118, atom 30 (H): 0.0777, atom 31 (C): -0.0838, atom 32 (C): -0.3105, atom 33 (O): -0.0612, atom 34 (H): 0.0728, atom 35 (H): 0.0733, atom 36 (H): 0.0758, atom 37 (H): 0.1101, atom 38 (H): 0.1151, atom 39 (H): 0.0833, atom 40 (C): -0.0812, atom 41 (C): -0.3222, atom 42 (O): -0.1169, atom 43 (H): 0.0720, atom 44 (H): 0.0789, atom 45 (H): 0.0755, atom 46 (H): 0.1088, atom 47 (H): 0.1108, atom 48 (H): 0.0788, atom 49 (C): -0.0878, atom 50 (C): -0.3094, atom 51 (O): -0.0975, atom 52 (H): 0.0668, atom 53 (H): 0.0671, atom 54 (H): 0.0690, atom 55 (H): 0.1094, atom 56 (H): 0.1061, atom 57 (H): 0.0766, atom 58 (C): -0.0885, atom 59 (C): -0.2973, atom 60 (O): -0.0719, atom 61 (H): 0.0673, atom 62 (H): 0.0740, atom 63 (H): 0.0704, atom 64 (H): 0.1066, atom 65 (H): 0.1125, atom 66 (H): 0.0746, atom 67 (C): -0.0742, atom 68 (C): -0.3533, atom 69 (O): -0.0502, atom 70 (H): 0.0675, atom 71 (H): 0.0703, atom 72 (H): 0.0712, atom 73 (H): 0.0990, atom 74 (H): 0.1076, atom 75 (H): 0.0863, atom 76 (C): -0.0690, atom 77 (C): -0.3320, atom 78 (O): -0.1233, atom 79 (H): 0.0733, atom 80 (H): 0.0743, atom 81 (H): 0.0707, atom 82 (H): 0.1076, atom 83 (H): 0.1149, atom 84 (H): 0.0871, atom 85 (C): -0.0956, atom 86 (C): -0.3371, atom 87 (O): -0.0653, atom 88 (H): 0.0724, atom 89 (H): 0.0649, atom 90 (H): 0.0702, atom 91 (H): 0.1035, atom 92 (H): 0.1120, atom 93 (H): 0.0808

[2]
The following is a DFT calculation (wB97M-V/def2-TZVPD) of a molecular structure, C16H40CoF3N3O7S.

⟨S²⟩: 3.76
highest occupied orbital energy (spin up / spin down): -8.3065 / -8.5786 eV
gap between HOMO and LUMO (spin up / spin down): 8.85 / 9.12 eV
total energy: -3405.1195 Ha

Geometry as ORCA input:
```
! RIJCOSX wB97M-V def2-TZVPD def2/J DEFGRID3
* xyz 0 4
Co -0.415 0.353 0.079
C -0.053 5.133 1.334
F 0.837 5.535 0.418
F 0.009 6.029 2.299
F -1.303 5.186 0.889
S 0.277 3.348 1.868
O 0.140 2.579 0.557
O 1.616 3.376 2.437
O -0.846 3.103 2.747
C -1.763 -2.194 -2.684
C -1.740 -2.089 -1.155
C -1.717 -3.486 -0.588
O -0.656 -1.414 -0.637
H -1.944 -1.266 -3.171
H -2.710 -2.760 -2.840
H -0.952 -2.770 -3.142
H -2.674 -1.532 -0.898
H -0.774 -3.936 -0.875
H -2.499 -4.101 -1.076
H -1.725 -3.510 0.489
C 0.828 -0.078 -3.530
C 1.639 -0.215 -2.255
C 3.157 -0.071 -2.538
O 3.936 -0.370 -1.317
C 4.018 -1.762 -1.147
N 1.224 0.795 -1.260
H 1.430 -0.622 -4.273
H 0.808 0.953 -3.791
H -0.158 -0.516 -3.368
H 1.418 -1.239 -1.848
H 3.427 0.974 -2.757
H 3.497 -0.727 -3.393
H 4.713 -2.042 -0.354
H 4.302 -2.180 -2.107
H 3.100 -2.308 -0.824
H 1.078 1.727 -1.641
H 1.859 0.744 -0.465
C 3.252 -0.775 2.522
C 2.130 -0.971 1.592
C 1.411 -2.319 1.860
O 0.709 -2.177 3.054
C 0.010 -3.221 3.484
N 1.106 0.073 1.725
H 2.998 -0.650 3.617
H 3.790 0.090 2.130
H 3.957 -1.586 2.434
H 2.489 -0.903 0.554
H 2.203 -3.110 1.888
H 0.681 -2.493 1.065
H 0.600 -4.091 3.787
H -0.610 -3.652 2.686
H -0.559 -2.890 4.315
H 1.458 0.962 1.981
H 0.483 -0.296 2.456
C -4.329 1.527 1.521
C -3.282 1.068 0.591
C -2.846 2.053 -0.442
O -1.917 1.561 -1.370
C -1.493 2.466 -2.338
N -2.072 0.588 1.297
H -3.962 2.427 1.995
H -4.522 0.799 2.327
H -5.148 1.798 0.920
H -3.698 0.261 -0.027
H -2.355 2.924 0.021
H -3.593 2.606 -0.936
H -1.256 3.401 -1.788
H -2.321 2.697 -3.005
H -0.564 2.154 -2.839
H -1.853 1.306 2.006
H -2.280 -0.275 1.731
*
```

Need the Löwdin charges? In units of e they are: atom 1 (Co): 0.6898, atom 2 (C): -0.6770, atom 3 (F): 0.1268, atom 4 (F): 0.1511, atom 5 (F): 0.1209, atom 6 (S): 0.5599, atom 7 (O): -0.3870, atom 8 (O): -0.2971, atom 9 (O): -0.3150, atom 10 (C): -0.0728, atom 11 (C): -0.5892, atom 12 (C): -0.0703, atom 13 (O): -0.3095, atom 14 (H): 0.0473, atom 15 (H): 0.0849, atom 16 (H): 0.0883, atom 17 (H): 0.1185, atom 18 (H): 0.0773, atom 19 (H): 0.0840, atom 20 (H): 0.0523, atom 21 (C): -0.0362, atom 22 (C): -0.3949, atom 23 (C): -0.1405, atom 24 (O): -0.1945, atom 25 (C): -0.1436, atom 26 (N): 0.0363, atom 27 (H): 0.0919, atom 28 (H): 0.0599, atom 29 (H): 0.0503, atom 30 (H): 0.1351, atom 31 (H): 0.1317, atom 32 (H): 0.1303, atom 33 (H): 0.0928, atom 34 (H): 0.0823, atom 35 (H): 0.0852, atom 36 (H): 0.0890, atom 37 (H): 0.0745, atom 38 (C): -0.0538, atom 39 (C): -0.4027, atom 40 (C): -0.1724, atom 41 (O): -0.1856, atom 42 (C): -0.1460, atom 43 (N): 0.0524, atom 44 (H): 0.1172, atom 45 (H): 0.0911, atom 46 (H): 0.0742, atom 47 (H): 0.0958, atom 48 (H): 0.1461, atom 49 (H): 0.1037, atom 50 (H): 0.0960, atom 51 (H): 0.0874, atom 52 (H): 0.0874, atom 53 (H): 0.0494, atom 54 (H): 0.1021, atom 55 (C): -0.0361, atom 56 (C): -0.4005, atom 57 (C): -0.2045, atom 58 (O): -0.2157, atom 59 (C): -0.0787, atom 60 (N): 0.0516, atom 61 (H): 0.0909, atom 62 (H): 0.1050, atom 63 (H): 0.0747, atom 64 (H): 0.1430, atom 65 (H): 0.1178, atom 66 (H): 0.1238, atom 67 (H): 0.1023, atom 68 (H): 0.1001, atom 69 (H): 0.0700, atom 70 (H): 0.0858, atom 71 (H): 0.0952